(one)
Molecular formula: C4H10N4O
Method: DFT, ωB97M-V/def2-TZVPD

The multiplicity is 1.

Structure (XYZ):
```
19
C4H10N4O ωB97M-V/def2-TZVPD
C 0.574 0.046 0.932
C 1.999 -0.473 0.607
C 1.648 -1.061 -0.705
C 0.842 0.042 -1.378
N 0.090 0.610 -0.251
N -2.059 1.628 0.768
N -2.512 -0.267 -0.183
N -1.895 0.914 -0.306
O -0.003 0.062 2.066
H 2.716 0.262 0.485
H 2.367 -1.235 1.296
H 2.359 -1.596 -1.355
H 0.927 -1.791 -0.342
H 1.508 0.882 -1.691
H 0.210 -0.233 -2.320
H -2.032 2.591 0.549
H -2.013 1.195 1.706
H -2.084 -0.981 -0.698
H -2.642 -0.594 0.822
```

Charge distribution, Mulliken scheme, values in e:
1. C 0.5129
2. C -0.6727
3. C -0.5102
4. C -0.5656
5. N -0.2522
6. N -0.3300
7. N -0.3871
8. N 0.1358
9. O -0.7123
10. H 0.3168
11. H 0.2917
12. H 0.3757
13. H 0.2317
14. H 0.2904
15. H 0.2124
16. H 0.2436
17. H 0.2537
18. H 0.2786
19. H 0.2867

(two)
Molecular formula: C4H10N4O
Method: DFT, ωB97M-V/def2-TZVPD

As for the SMILES: NC(N)N=C=O.C=CN. The multiplicity is 1.

Structure (XYZ):
```
19
C4H10N4O ωB97M-V/def2-TZVPD
C -2.027 0.282 -0.463
N -0.599 0.028 -0.352
C -0.037 -0.985 -0.023
C 2.333 0.129 -0.179
N -2.214 1.660 -0.794
N -2.735 -0.114 0.734
N 2.810 -0.904 -0.962
C 2.444 0.213 1.144
O 0.420 -2.000 0.322
H 1.863 0.962 -0.719
H -2.423 -0.321 -1.295
H -2.370 0.370 1.549
H -3.201 1.856 -0.898
H -1.834 2.256 -0.067
H -2.679 -1.112 0.899
H 2.332 -1.043 -1.840
H 2.947 -1.769 -0.459
H 2.829 -0.605 1.729
H 2.142 1.098 1.673
```

Charge distribution, Mulliken scheme, values in e:
1. C -0.0599
2. N -0.3549
3. C 0.7939
4. C -0.2390
5. N -0.5851
6. N -0.6420
7. N -0.5265
8. C -0.6942
9. O -0.4775
10. H 0.3437
11. H 0.3836
12. H 0.2458
13. H 0.2712
14. H 0.2445
15. H 0.2505
16. H 0.2660
17. H 0.2439
18. H 0.2423
19. H 0.2937

(three)
Molecular formula: C4H10N4O
Method: DFT, ωB97M-V/def2-TZVPD

As for the SMILES: [H]/N=C(O)\C(N)=C(/C)NN. The multiplicity is 1.

Structure (XYZ):
```
19
C4H10N4O ωB97M-V/def2-TZVPD
C 0.173 1.935 -0.157
N -1.937 0.490 0.520
C 1.868 -0.676 -0.064
C 0.165 -0.615 0.228
C -0.314 0.604 0.301
N -2.703 0.010 -0.545
N -0.430 -1.858 0.271
O 2.212 -1.949 -0.354
N 2.850 0.128 0.036
H 3.183 -1.998 -0.382
H -2.227 1.439 0.772
H -3.286 -0.785 -0.289
H -2.092 -0.300 -1.312
H 0.235 -2.574 0.554
H -1.227 -1.863 0.901
H 2.567 1.063 0.328
H 0.955 2.321 0.505
H 0.587 1.898 -1.170
H -0.579 2.731 -0.142
```

Charge distribution, Mulliken scheme, values in e:
1. C -1.5589
2. N -0.2995
3. C 0.5870
4. C 0.4056
5. C 0.3176
6. N -0.5796
7. N -0.5734
8. O -0.5224
9. N -0.8207
10. H 0.3561
11. H 0.3230
12. H 0.2365
13. H 0.2743
14. H 0.2985
15. H 0.2661
16. H 0.2165
17. H 0.3789
18. H 0.3225
19. H 0.3720

If we sort the structures by their calculated energies, the order from most to least stable is (two), (three), (one).

(one)
Molecular formula: C4H11NO2
Method: DFT, ωB97M-V/def2-TZVPD

The multiplicity is 2. The total charge is +1.

Structure (XYZ):
```
18
C4H11NO2 ωB97M-V/def2-TZVPD
C -0.815 -0.952 0.383
O -2.021 -0.950 1.134
C -0.500 0.512 0.216
C 0.770 0.950 -0.503
C 1.831 -0.124 -0.647
O 2.175 -0.579 0.658
N -1.680 1.139 -0.328
H 0.025 -1.430 0.883
H -0.960 -1.481 -0.566
H -2.410 -1.829 1.186
H -0.617 0.945 1.245
H 1.190 1.860 -0.096
H 0.476 1.164 -1.541
H 2.711 0.280 -1.144
H 1.458 -0.942 -1.274
H -1.753 2.163 -0.215
H 2.650 -1.410 0.566
H -2.529 0.682 0.043
```

Charge distribution, Mulliken scheme, values in e:
1. C -0.7692
2. O -0.5623
3. C 0.6566
4. C -0.8518
5. C -0.6407
6. O -0.5347
7. N -0.2453
8. H 0.4049
9. H 0.4086
10. H 0.3421
11. H 0.2595
12. H 0.3864
13. H 0.3766
14. H 0.4163
15. H 0.3503
16. H 0.3349
17. H 0.3280
18. H 0.3397

(two)
Molecular formula: C4H11NO2
Method: DFT, ωB97M-V/def2-TZVPD

The multiplicity is 2. The total charge is +1.

Structure (XYZ):
```
18
C4H11NO2 ωB97M-V/def2-TZVPD
N -0.470 0.946 0.314
C -0.903 0.504 -0.974
C -1.807 1.262 -1.520
C -1.070 -2.017 -1.328
C -0.402 -0.797 -1.500
H -0.417 1.927 0.303
H -0.988 0.653 1.132
H -2.305 0.995 -2.421
H -2.068 2.173 -0.902
H -0.369 -2.933 -1.325
H -1.916 -2.195 -0.808
H 0.402 -0.874 -2.224
H 2.992 -0.110 0.124
H 1.673 0.627 0.308
O 2.572 0.531 0.686
H 1.619 -0.215 2.606
H 2.129 -0.108 3.998
O 1.329 -0.368 3.531
```

Charge distribution, Mulliken scheme, values in e:
1. N -0.3523
2. C 0.5884
3. C -0.6222
4. C -0.6718
5. C -0.2891
6. H 0.3599
7. H 0.3141
8. H 0.3487
9. H 0.2530
10. H 0.2650
11. H 0.4019
12. H 0.4026
13. H 0.3396
14. H 0.2857
15. O -0.6467
16. H 0.3490
17. H 0.3248
18. O -0.6508

If we sort the structures by their calculated energies, the order from most to least stable is (one), (two).

(one)
Molecular formula: C3H8N4S
Method: DFT, ωB97M-V/def2-TZVPD

As for the SMILES: [H]/N=C(/N)SN/C=N/C. The multiplicity is 1.

Structure (XYZ):
```
16
C3H8N4S ωB97M-V/def2-TZVPD
C 3.854 0.342 0.604
C 1.704 -0.037 0.093
C -2.077 0.396 0.009
H 4.654 -0.362 0.864
H 3.388 0.520 1.656
H 4.326 1.310 0.270
H 1.459 0.079 1.114
H 0.738 -0.389 -1.635
H -4.196 0.401 0.452
H -2.974 -0.494 1.769
H -1.074 1.637 -0.814
N 2.877 -0.041 -0.435
N 0.477 -0.136 -0.696
N -3.204 -0.157 0.682
N -2.005 1.597 -0.308
S -0.889 -0.985 -0.163
```

Charge distribution, Mulliken scheme, values in e:
1. C -0.5836
2. C 0.0416
3. C 0.4541
4. H 0.2582
5. H 0.2358
6. H 0.2284
7. H 0.2793
8. H 0.2639
9. H 0.2862
10. H 0.2693
11. H 0.3452
12. N -0.4324
13. N -0.3700
14. N -0.5767
15. N -0.6511
16. S -0.0482

(two)
Molecular formula: C3H8N4S
Method: DFT, ωB97M-V/def2-TZVPD

As for the SMILES: [H]/N=C(\C)N(S)/C=N/N. The multiplicity is 1.

Structure (XYZ):
```
16
C3H8N4S ωB97M-V/def2-TZVPD
C -2.568 0.251 0.004
C -1.234 -0.450 -0.027
C 1.170 -0.233 -0.121
H -2.663 0.916 0.873
H -3.361 -0.508 0.032
H -2.719 0.893 -0.851
H -1.961 -2.145 0.061
H 0.297 2.286 1.126
H 1.139 -1.297 -0.257
H 4.169 0.377 -0.232
H 3.416 -1.032 -0.550
N -1.064 -1.712 0.015
N -0.090 0.371 -0.112
N 2.227 0.451 0.068
N 3.434 -0.242 0.085
S -0.192 2.073 -0.114
```

Charge distribution, Mulliken scheme, values in e:
1. C -1.2913
2. C 0.8830
3. C -0.1168
4. H 0.3093
5. H 0.3818
6. H 0.3142
7. H 0.2159
8. H 0.1457
9. H 0.4048
10. H 0.2603
11. H 0.2394
12. N -0.7103
13. N -0.1093
14. N -0.1399
15. N -0.5934
16. S -0.1934

(three)
Molecular formula: C3H8N4S
Method: DFT, ωB97M-V/def2-TZVPD

The multiplicity is 1.

Structure (XYZ):
```
16
C3H8N4S ωB97M-V/def2-TZVPD
C 2.534 1.318 -1.147
C -0.306 -0.206 -0.551
C -2.460 -1.051 2.060
H 2.637 0.247 -1.294
H 2.688 1.323 -0.150
H 3.442 1.920 -1.461
H -0.647 1.722 0.204
H 0.168 -1.890 -1.241
H -0.801 -1.855 0.512
H -2.832 -0.462 2.824
H -2.648 -2.163 2.029
N 0.211 1.126 -0.344
N 0.439 -0.958 -1.216
N -1.452 -0.807 0.085
N -1.978 -0.230 1.187
S 1.006 1.964 -1.497
```

Charge distribution, Mulliken scheme, values in e:
1. C -0.9190
2. C 0.4468
3. C -0.3418
4. H 0.3128
5. H 0.3647
6. H 0.3166
7. H 0.3212
8. H 0.2032
9. H 0.3585
10. H 0.2857
11. H 0.2549
12. N -0.3268
13. N -0.6038
14. N -0.1632
15. N -0.4513
16. S -0.0586

If we sort the structures by their calculated energies, the order from most to least stable is (two), (one), (three).

(one)
Molecular formula: C6H11N2
Method: DFT, ωB97M-V/def2-TZVPD

As for the SMILES: C=[N+]1N=C[C@H]1C(C)C. The multiplicity is 1. The total charge is +1.

Structure (XYZ):
```
19
C6H11N2 ωB97M-V/def2-TZVPD
C -1.367 -1.251 0.751
C -2.277 1.495 -0.794
C -0.411 0.182 0.562
C 2.041 0.368 0.889
C 1.050 -1.042 -0.967
C 0.964 0.240 -0.178
N -2.320 -0.751 0.078
N -1.747 0.518 -0.222
H -1.307 -2.226 1.154
H -3.391 1.269 -0.923
H -1.882 2.456 -0.974
H -0.401 0.833 1.476
H 1.864 -0.401 1.640
H 1.927 1.280 1.520
H 3.036 0.225 0.250
H 0.966 -2.033 -0.309
H 1.929 -0.996 -1.511
H 0.261 -1.260 -1.614
H 1.067 1.094 -0.829
```

Charge distribution, Mulliken scheme, values in e:
1. C -0.1294
2. C -0.1123
3. C -0.6479
4. C -1.2736
5. C -1.5087
6. C 0.6452
7. N -0.6289
8. N 0.5968
9. H 0.4259
10. H 0.2903
11. H 0.3315
12. H 0.4461
13. H 0.3532
14. H 0.3814
15. H 0.3152
16. H 0.2449
17. H 0.4716
18. H 0.4890
19. H 0.3095

(two)
Molecular formula: C6H11N2
Method: DFT, ωB97M-V/def2-TZVPD

The multiplicity is 1. The total charge is +1.

Structure (XYZ):
```
19
C6H11N2 ωB97M-V/def2-TZVPD
C 2.179 0.756 -1.193
C 1.265 -0.398 -1.043
C -0.018 -0.254 -0.531
C -1.108 -1.110 -0.466
N -2.143 -0.415 0.084
C -1.829 0.929 0.200
C -0.492 1.067 -0.151
N 1.357 -0.480 2.368
H 2.652 1.035 -0.241
H 3.060 0.604 -1.818
H 1.790 -1.356 -1.112
H 1.683 -1.429 2.243
H -1.240 -2.164 -0.592
H -3.065 -0.721 -0.216
H -2.479 1.771 0.390
H 0.059 1.968 0.035
H 1.693 1.597 -1.700
H 0.846 -0.212 1.539
H 0.788 -0.398 3.197
```

Charge distribution, Mulliken scheme, values in e:
1. C -1.3377
2. C 0.4184
3. C 0.2725
4. C -0.7136
5. N -0.0297
6. C -0.5764
7. C -0.1487
8. N -0.6840
9. H 0.3551
10. H 0.3923
11. H 0.3835
12. H 0.2451
13. H 0.4233
14. H 0.3075
15. H 0.4102
16. H 0.3935
17. H 0.4018
18. H 0.2544
19. H 0.2325

If we sort the structures by their calculated energies, the order from most to least stable is (two), (one).

(one)
Molecular formula: C6H11N2
Method: DFT, ωB97M-V/def2-TZVPD

The multiplicity is 1. The total charge is +1.

Structure (XYZ):
```
19
C6H11N2 ωB97M-V/def2-TZVPD
C 0.121 -0.634 -2.527
C 0.965 -0.581 -1.289
C 0.583 0.155 -0.191
C -0.298 1.328 -0.246
N -0.371 1.808 1.070
C 0.222 0.927 1.900
C 0.960 0.028 1.185
N -1.404 -2.225 0.526
H 0.087 0.453 -2.731
H 0.357 -1.434 -3.213
H 1.961 -0.910 -1.558
H -2.178 -1.578 0.636
H -0.438 1.893 -1.170
H -1.119 2.419 1.366
H 0.216 0.908 2.971
H 1.733 -0.654 1.526
H -0.930 -0.806 -2.252
H -0.671 -1.881 -0.088
H -1.791 -3.066 0.115
```

Charge distribution, Mulliken scheme, values in e:
1. C -1.0498
2. C -0.1287
3. C 0.7193
4. C -0.5249
5. N -0.0199
6. C -0.4168
7. C -0.5564
8. N -0.5996
9. H 0.3244
10. H 0.4000
11. H 0.4208
12. H 0.2434
13. H 0.2948
14. H 0.2951
15. H 0.4329
16. H 0.3963
17. H 0.3465
18. H 0.1718
19. H 0.2509

(two)
Molecular formula: C6H11N2
Method: DFT, ωB97M-V/def2-TZVPD

The multiplicity is 1. The total charge is +1.

Structure (XYZ):
```
19
C6H11N2 ωB97M-V/def2-TZVPD
C -2.067 -0.390 0.395
C -0.102 0.362 -1.337
C 0.920 -0.293 0.620
C 0.061 -0.949 -0.529
C -0.424 1.252 -0.193
C 2.362 0.074 0.558
N -1.262 -1.363 0.030
N -1.543 0.872 0.466
H -3.085 -0.500 0.758
H 0.898 0.467 -1.836
H -0.950 0.502 -1.971
H 0.440 -0.283 1.631
H 0.473 -1.878 -0.981
H -0.354 2.367 -0.259
H 2.759 -0.189 -0.408
H 2.863 -0.423 1.325
H 2.651 1.187 0.815
H -1.461 -2.407 0.114
H -2.179 1.594 0.802
```

Charge distribution, Mulliken scheme, values in e:
1. C -0.2694
2. C -0.6709
3. C 0.0117
4. C -0.2127
5. C -0.2766
6. C -1.3104
7. N -0.1346
8. N -0.0524
9. H 0.4316
10. H 0.3197
11. H 0.3711
12. H 0.3791
13. H 0.4100
14. H 0.3642
15. H 0.3361
16. H 0.4259
17. H 0.2677
18. H 0.3132
19. H 0.2967

(three)
Molecular formula: C6H11N2
Method: DFT, ωB97M-V/def2-TZVPD

The multiplicity is 1. The total charge is +1.

Structure (XYZ):
```
19
C6H11N2 ωB97M-V/def2-TZVPD
C 1.747 -0.563 0.900
C 1.444 0.823 0.299
C 0.740 0.742 -1.152
C -0.612 0.033 -1.076
C -0.644 -1.354 -1.219
N -1.253 -0.328 1.499
C -2.129 0.181 0.683
N -1.794 0.703 -0.628
H 1.582 -0.536 1.984
H 1.020 -1.305 0.611
H 2.807 -0.844 0.760
H 2.368 1.275 0.108
H 0.774 1.293 1.036
H 1.354 0.007 -1.567
H 0.628 1.803 -1.628
H -1.505 -2.042 -1.238
H -0.703 -0.869 0.855
H -3.135 0.470 0.932
H -2.686 0.511 -1.160
```

Charge distribution, Mulliken scheme, values in e:
1. C -1.2559
2. C -0.4383
3. C -0.4544
4. C -0.1346
5. C -0.1402
6. N -0.4737
7. C 0.0078
8. N -0.1391
9. H 0.3498
10. H 0.4182
11. H 0.3458
12. H 0.4185
13. H 0.4001
14. H 0.3659
15. H 0.3204
16. H 0.3017
17. H 0.2564
18. H 0.4471
19. H 0.4044

If we sort the structures by their calculated energies, the order from most to least stable is (one), (two), (three).